one | {"formula": "C3H7N4", "method": "ωB97M-V/def2-TZVPD", "species": ["N", "N", "N", "N", "C", "C", "C", "H", "H", "H", "H", "H", "H", "H"], "positions_angstrom": [[-1.3415, 2.3973, 1.2226], [-1.6064, 3.2265, 1.8930], [-0.3972, 0.4171, -0.8775], [-0.3042, -1.5910, 0.2756], [1.7740, -0.4439, -0.1961], [-1.6936, 0.6885, -0.8302], [0.3118, -0.5801, -0.2552], [-2.2695, -0.0578, -0.2594], [2.1927, -0.4055, -1.2051], [-1.3189, -1.6726, 0.2129], [0.1924, -2.3246, 0.7649], [2.2463, -1.2567, 0.3499], [0.1729, 1.1025, -1.3757], [2.0411, 0.5001, 0.2802]], "nbo_charge": [-0.065, 0.078, -0.622, -0.647, -0.710, 0.098, 0.620, 0.096, 0.287, 0.438, 0.448, 0.262, 0.430, 0.286], "total_charge": 1, "orbital_gap_ev": 8.05, "molar_mass_g_mol": 99.12}

=====

two | {"formula": "C3H7N4", "method": "ωB97M-V/def2-TZVPD", "species": ["N", "N", "N", "N", "C", "C", "C", "H", "H", "H", "H", "H", "H", "H"], "positions_angstrom": [[-0.0839, -0.9322, -0.6109], [1.7928, 1.4555, -0.1301], [4.4866, -0.8673, 0.0518], [1.2241, -1.2636, -0.3400], [-0.9717, -0.5397, 0.4839], [3.4794, -0.2824, 0.0053], [2.2803, 0.3093, 0.0664], [-1.9217, -0.2880, 0.0581], [0.7978, 1.6883, -0.3172], [-0.5369, -1.7264, -0.9724], [-0.6177, 0.1613, 1.2974], [-1.1668, -1.5426, 1.0334], [-0.1974, -0.2778, -1.4131], [2.5879, 2.1773, -0.3988]], "nbo_charge": [-0.400, -0.671, -0.050, -0.362, -0.466, 0.102, 0.401, 0.232, 0.445, 0.445, 0.250, 0.251, 0.370, 0.454], "total_charge": 1, "orbital_gap_ev": [7.74, 7.73], "molar_mass_g_mol": 99.12}

=====

Relative energies, kcal/mol: one 0.0; two 117.3.

=====

one | {"formula": "C3H7N4", "method": "ωB97M-V/def2-TZVPD", "species": ["N", "N", "N", "N", "C", "C", "C", "H", "H", "H", "H", "H", "H", "H"], "positions_angstrom": [[-1.2830, 1.2501, -0.0449], [-2.3385, 0.6572, -0.1499], [0.7820, 0.6390, -1.2269], [0.5426, 0.5563, 1.3790], [-2.1866, -0.6854, -0.0621], [-0.2252, 0.2492, 0.2925], [-0.9177, -1.0122, 0.1930], [-3.0352, -1.2693, -0.2990], [0.7480, 1.5716, 1.6649], [0.8642, -0.2731, 1.9355], [0.2704, 0.2379, -2.0335], [-0.5276, -1.8887, 0.4396], [0.4312, 1.5935, -1.2126], [1.7718, 0.5957, -1.1503]], "nbo_charge": [-0.157, -0.078, -0.822, -0.781, 0.002, 0.417, -0.258, 0.249, 0.453, 0.437, 0.434, 0.243, 0.427, 0.435], "total_charge": 1, "orbital_gap_ev": 8.80, "molar_mass_g_mol": 99.12}

=====

two | {"formula": "C3H7N4", "method": "ωB97M-V/def2-TZVPD", "species": ["N", "N", "N", "N", "C", "C", "C", "H", "H", "H", "H", "H", "H", "H"], "positions_angstrom": [[0.9510, -0.2863, -0.9142], [-1.1034, -1.1674, -0.6162], [0.8816, 0.8281, -0.3340], [-2.2601, 1.7634, 1.0595], [-1.6307, -0.3464, 0.0247], [1.8267, -1.3410, -0.3793], [-1.4736, 0.9101, 0.5458], [1.1646, -2.1621, -0.4089], [-3.2076, 1.6802, 1.2538], [1.3160, 0.7965, 0.5266], [0.6252, -0.5661, -1.8030], [-1.7542, 2.6048, 1.2931], [2.6389, -1.5621, -0.9482], [2.0257, -1.1519, 0.7002]], "nbo_charge": [-0.133, -0.285, -0.194, -0.618, 0.140, -0.448, 0.187, 0.245, 0.419, 0.350, 0.440, 0.430, 0.243, 0.224], "total_charge": 1, "orbital_gap_ev": [8.74, 8.74], "molar_mass_g_mol": 99.12}

=====

three | {"formula": "C3H7N4", "method": "ωB97M-V/def2-TZVPD", "species": ["N", "N", "N", "N", "C", "C", "C", "H", "H", "H", "H", "H", "H", "H"], "positions_angstrom": [[0.5843, -2.0348, 0.9074], [0.2420, 0.6627, 1.2672], [-0.2494, -2.1798, 0.0995], [1.4459, -1.2130, 1.0453], [-0.5735, 0.5557, 0.2132], [-0.0416, 0.2139, -1.1536], [1.4835, 0.0380, 1.2832], [-0.9268, -3.0146, 0.2125], [0.9576, -0.2437, -0.9613], [-1.5153, 0.9276, 0.3068], [0.0582, 1.4147, 1.9466], [0.1359, 1.1437, -1.7641], [2.4423, 0.5130, 1.3128], [-0.7032, -0.3488, -1.8099]], "nbo_charge": [0.118, -0.489, -0.370, -0.117, 0.352, -0.709, 0.100, 0.381, 0.246, 0.218, 0.452, 0.282, 0.249, 0.287], "total_charge": 1, "smiles": "[H]/N=N/N=C\\[NH+]=C/C", "orbital_gap_ev": [7.60, 7.60], "molar_mass_g_mol": 99.12}

=====

Relative energies, kcal/mol: one 0.0; two 49.6; three 45.3.

=====

one | {"formula": "C18H18N4O4", "method": "ωB97M-V/def2-TZVPD", "species": ["O", "O", "O", "O", "N", "N", "N", "N", "C", "C", "C", "C", "C", "C", "C", "C", "C", "C", "C", "C", "C", "C", "C", "C", "C", "C", "H", "H", "H", "H", "H", "H", "H", "H", "H", "H", "H", "H", "H", "H", "H", "H", "H", "H"], "positions_angstrom": [[-3.0793, -2.7069, -4.7901], [2.9969, 2.8434, 4.1017], [2.4961, 2.1966, -0.8955], [3.1758, 1.9977, 1.1291], [1.7883, 0.6284, 2.8267], [2.3977, 1.7134, 0.2189], [-1.4252, -2.2540, -1.7465], [-2.0781, -2.7902, -2.7683], [2.9192, 2.0565, 5.2643], [-0.6638, -1.0905, 0.7328], [-2.5411, -2.1077, -3.8760], [1.6409, 0.1391, 4.1723], [1.3579, 0.7868, 0.4612], [-2.7143, 1.5120, -4.7684], [-2.2621, -4.2233, -2.7116], [0.0554, -0.7107, 1.8314], [-2.8397, 0.1439, -4.8397], [-1.6163, 1.3190, -2.6337], [0.6021, 0.3895, -0.6470], [-1.1987, -0.9788, -1.6914], [-2.3432, -0.6588, -3.8112], [2.8666, 0.5485, 4.9904], [-2.1157, 2.0965, -3.6536], [1.0898, 0.2503, 1.7512], [-1.6927, -0.0779, -2.7066], [-0.4185, -0.5293, -0.5322], [-3.0930, 2.1354, -5.5642], [-1.1786, 1.7863, -1.7656], [-0.1737, -1.1442, 2.7912], [2.3963, 1.4385, 2.7157], [3.8473, 2.7159, 3.6635], [0.8767, 0.8008, -1.6068], [1.9981, 2.3723, 5.7618], [0.7324, 0.5435, 4.6397], [-1.4451, -1.8288, 0.8233], [-1.9223, -4.6685, -3.6468], [3.7619, 2.2712, 5.9356], [-3.3243, -0.3421, -5.6728], [1.5640, -0.9535, 4.1594], [-1.6869, -4.6034, -1.8720], [-3.3197, -4.4596, -2.5842], [3.7673, 0.2425, 4.4531], [-2.0457, 3.1722, -3.5873], [2.8475, 0.0279, 5.9483]], "nbo_charge": [-0.619, -0.718, -0.391, -0.435, -0.584, 0.521, -0.210, -0.225, -0.061, -0.129, 0.624, -0.214, -0.018, -0.204, -0.408, -0.286, -0.150, -0.207, -0.175, 0.137, -0.153, -0.432, -0.188, 0.237, 0.006, -0.060, 0.219, 0.225, 0.219, 0.449, 0.475, 0.253, 0.178, 0.186, 0.229, 0.223, 0.167, 0.241, 0.200, 0.223, 0.209, 0.206, 0.219, 0.220], "total_charge": 0, "smiles": "Cn1nc(-c2ccc(NCCCO)c([N+](=O)[O-])c2)c2ccccc2c1=O", "orbital_gap_ev": 7.51, "molar_mass_g_mol": 354.37}

=====

two | {"formula": "C18H18N4O4", "method": "ωB97M-V/def2-TZVPD", "species": ["O", "O", "O", "O", "N", "N", "N", "N", "C", "C", "C", "C", "C", "C", "C", "C", "C", "C", "C", "C", "C", "C", "C", "C", "C", "C", "H", "H", "H", "H", "H", "H", "H", "H", "H", "H", "H", "H", "H", "H", "H", "H", "H", "H"], "positions_angstrom": [[3.7174, -1.5155, 2.7856], [0.2635, 0.6842, -1.1188], [6.7420, -1.5080, 4.8274], [-3.1840, -0.2331, -0.8445], [3.5182, -3.7060, 3.0474], [-0.5405, -0.6361, 0.5046], [-4.2762, 0.3261, -1.6105], [4.7729, -3.3295, 3.4625], [0.6848, -1.2866, 2.5192], [-4.8426, 3.3867, -5.4064], [1.5640, -1.9174, 0.7126], [-4.5764, 1.8110, -3.5589], [6.1323, -1.2060, 3.5328], [-3.7336, 1.1281, -2.5113], [-6.8503, 2.5695, -4.2895], [5.8620, 0.2874, 3.6135], [-4.0158, 2.5743, -4.6203], [-6.0266, 1.7918, -3.4562], [-2.0193, 0.3471, -1.2829], [0.7539, -0.7089, 1.1331], [1.5369, -2.4982, 2.1004], [-6.2339, 3.3991, -5.2431], [-0.7117, 0.1332, -0.6558], [4.8415, -2.0330, 3.3344], [2.9255, -2.6157, 2.6777], [-2.3241, 1.2013, -2.3251], [0.9560, -3.4287, 2.2349], [5.2462, 0.5376, 4.5072], [-2.9960, 2.5309, -4.9076], [-1.3598, -0.9807, 0.9974], [6.7127, -2.4683, 4.9562], [-6.5127, 1.1033, -2.7476], [-6.8377, 4.0351, -5.8424], [1.1270, -0.6243, 3.2471], [-4.4239, 3.9772, -6.1902], [5.3086, 0.6347, 2.7305], [6.7799, 0.8331, 3.7085], [1.1236, -2.5516, -0.0775], [1.3839, 0.1790, 1.0795], [-7.9082, 2.5678, -4.0775], [-0.2980, -1.5739, 2.9045], [2.5951, -1.6898, 0.3426], [-1.6902, 1.8815, -2.8860], [6.8136, -1.4084, 2.6922]], "nbo_charge": [-0.423, -0.586, -0.710, -0.297, -0.287, -0.611, -0.097, -0.305, -0.382, -0.214, -0.390, -0.075, 0.052, 0.127, -0.215, -0.622, -0.181, -0.170, 0.208, -0.068, -0.288, -0.192, 0.628, 0.433, 0.476, -0.272, 0.247, 0.222, 0.215, 0.407, 0.485, 0.232, 0.213, 0.223, 0.215, 0.215, 0.227, 0.229, 0.229, 0.222, 0.213, 0.219, 0.250, 0.194], "total_charge": 0, "smiles": "C[C@@H](O)c1nnc([C@H]2C[C@H](NC(=O)c3cc(-c4ccccc4)no3)C2)o1", "orbital_gap_ev": 9.13, "molar_mass_g_mol": 354.37}

=====

Relative energies, kcal/mol: one 0.0; two 14.8.